{"formula": "C40H101N7O13", "method": "ωB97M-V/def2-TZVPD", "symbols": ["C", "C", "C", "O", "C", "N", "H", "H", "H", "H", "H", "H", "H", "H", "H", "H", "H", "C", "O", "C", "C", "N", "C", "C", "O", "C", "H", "H", "H", "H", "H", "H", "H", "H", "H", "H", "H", "H", "H", "H", "H", "C", "O", "C", "C", "N", "C", "C", "O", "C", "H", "H", "H", "H", "H", "H", "H", "H", "H", "H", "H", "H", "H", "H", "H", "C", "O", "C", "C", "N", "C", "C", "O", "C", "H", "H", "H", "H", "H", "H", "H", "H", "H", "H", "H", "H", "H", "H", "H", "C", "O", "C", "C", "N", "C", "C", "O", "C", "H", "H", "H", "H", "H", "H", "H", "H", "H", "H", "H", "H", "H", "H", "H", "C", "O", "C", "C", "N", "C", "C", "O", "C", "H", "H", "H", "H", "H", "H", "H", "H", "H", "H", "H", "H", "H", "H", "H", "C", "O", "C", "C", "N", "C", "C", "O", "C", "H", "H", "H", "H", "H", "H", "H", "H", "H", "H", "H", "H", "H", "H", "H"], "xyz": [[1.111452, -1.458258, 0.695331], [0.401702, -1.050088, -0.593799], [-0.339378, 0.250202, -0.509429], [-1.379118, 0.215192, 0.473261], [-2.087518, 1.460682, 0.662461], [1.427192, -0.803958, -1.606839], [1.759912, -2.305838, 0.473491], [0.488172, -1.923688, 1.458871], [1.676032, -0.710318, 1.252041], [-0.245468, -1.845278, -0.963839], [-0.798388, 0.491372, -1.468209], [0.365712, 1.046672, -0.271559], [-2.738468, 1.668392, -0.186779], [-1.488148, 2.351972, 0.848051], [-2.642038, 1.347782, 1.594051], [1.036862, -0.751918, -2.536909], [1.965212, -1.652218, -1.712169], [-5.590268, 2.698672, 1.877911], [-5.071758, 3.607622, 2.813841], [-5.781388, 4.856672, 2.831761], [-7.198208, 4.778892, 3.453541], [-7.745428, 6.084822, 3.614941], [-9.056978, 5.954122, 4.296721], [-9.881558, 7.307062, 4.136801], [-10.042518, 7.739992, 2.795761], [-10.544128, 6.752602, 1.859551], [-5.331338, 3.063062, 0.883791], [-6.653308, 2.479992, 1.978991], [-5.068568, 1.745802, 1.788551], [-5.820138, 5.293502, 1.833871], [-5.071668, 5.509962, 3.339321], [-7.202418, 4.269282, 4.417071], [-7.821358, 4.183022, 2.786651], [-7.692118, 6.566302, 2.728691], [-9.045578, 5.616002, 5.332891], [-9.681178, 5.218082, 3.790051], [-9.468588, 8.104662, 4.754371], [-10.835098, 7.191312, 4.652041], [-9.768158, 6.047772, 1.560911], [-10.921168, 7.323482, 1.011001], [-11.330368, 6.199162, 2.373001], [5.842142, 4.235732, -3.646929], [4.547782, 3.804162, -3.212169], [3.883362, 2.791902, -4.046279], [2.707052, 2.249442, -3.253309], [1.542432, 3.188212, -3.421209], [0.362552, 2.959472, -2.626449], [-0.549818, 4.167102, -2.603499], [-1.562778, 3.942722, -1.628609], [-2.511338, 5.004462, -1.651009], [6.370642, 4.922122, -2.985369], [5.693842, 4.814622, -4.558509], [6.542782, 3.424802, -3.845949], [4.584922, 2.029202, -4.384229], [3.513802, 3.138132, -5.011489], [3.042382, 2.200082, -2.217349], [2.531832, 1.233012, -3.605809], [1.881052, 4.082022, -3.094789], [0.631252, 2.754602, -1.590139], [-0.145608, 2.039062, -2.914049], [-0.965478, 4.332432, -3.597469], [-0.011228, 5.072082, -2.322379], [-2.075048, 5.856992, -1.130489], [-3.498898, 4.704192, -1.300749], [-2.775558, 5.214562, -2.687419], [3.610522, -0.947128, -7.608359], [3.668662, -1.309738, -6.218929], [2.703792, -0.635338, -5.470269], [1.395722, -1.372248, -5.489419], [0.458632, -0.751118, -4.571799], [-0.848788, -1.387458, -4.606039], [-2.000008, -0.508598, -3.993609], [-1.868698, 0.846032, -4.404199], [-2.835338, 1.734032, -3.989569], [4.433812, -1.429998, -8.134789], [3.817372, 0.117792, -7.714449], [2.666022, -1.187878, -8.096289], [2.517332, 0.361062, -5.870919], [2.995012, -0.486808, -4.430449], [1.456222, -2.443998, -5.300249], [0.971122, -1.197258, -6.477949], [0.257732, 0.167002, -4.941679], [-0.943928, -2.314448, -4.040589], [-1.180088, -1.569048, -5.628469], [-1.958508, -0.571218, -2.906199], [-2.950138, -0.909988, -4.346089], [-2.848498, 1.858562, -2.906789], [-3.814928, 1.337642, -4.256739], [-2.650508, 2.679712, -4.499099], [6.471282, 3.820012, 1.356991], [5.369722, 2.889562, 1.200901], [5.403532, 1.999762, 0.110221], [4.089412, 1.086922, 0.067821], [4.107362, 0.124692, -1.045359], [5.161472, -0.873738, -1.051109], [5.019622, -1.951878, -2.156199], [3.826172, -2.712608, -2.075379], [3.718762, -3.533588, -3.248719], [6.213272, 4.483832, 2.182141], [6.627892, 4.399782, 0.447351], [7.364052, 3.226312, 1.553441], [6.241452, 1.320172, 0.265601], [5.542162, 2.514622, -0.840459], [3.194632, 1.687012, -0.097669], [3.838132, 0.600672, 1.010431], [3.195342, -0.281898, -1.197059], [5.146812, -1.413438, -0.104219], [6.172912, -0.467788, -1.068229], [5.875542, -2.626578, -2.139369], [4.971112, -1.489458, -3.142059], [4.547302, -4.240878, -3.211829], [3.774752, -2.953548, -4.169869], [2.777822, -4.083078, -3.220419], [0.712662, -5.136348, -0.838019], [0.083552, -5.976068, 0.112831], [-1.373808, -5.851448, 0.155991], [-2.010508, -6.965858, 1.051651], [-1.532858, -6.925998, 2.384341], [-1.874228, -8.180718, 3.033011], [-1.983868, -8.079538, 4.557321], [-2.507598, -9.262828, 5.023571], [-2.553838, -9.254058, 6.435441], [1.788872, -5.212138, -0.682649], [0.513722, -4.089238, -0.609819], [0.521962, -5.437968, -1.867949], [-1.790368, -5.781238, -0.848819], [-1.649848, -4.884058, 0.575591], [-1.882798, -7.989718, 0.700201], [-3.081298, -6.766918, 1.007701], [-0.533748, -6.786398, 2.335461], [-1.166378, -8.933438, 2.685931], [-2.806118, -8.582188, 2.634891], [-2.649748, -7.269438, 4.854721], [-1.042618, -7.883008, 5.070671], [-2.966928, -8.339228, 6.860341], [-1.547648, -9.291398, 6.852931], [-3.207298, -9.981718, 6.916681], [4.045542, -4.341218, 1.533301], [3.756282, -3.781778, 2.816821], [4.679082, -2.779348, 3.240881], [4.195402, -1.979848, 4.496811], [3.073292, -1.056718, 4.169781], [2.576092, -0.281908, 5.285001], [1.531072, 0.738602, 4.866321], [0.353022, 0.010952, 4.472131], [-0.705298, 0.851952, 3.939791], [4.080972, -3.553298, 0.780951], [3.288532, -5.052948, 1.203941], [4.941212, -4.959458, 1.593791], [4.836232, -2.040338, 2.455221], [5.639262, -3.260958, 3.425781], [5.027782, -1.358448, 4.827101], [3.869612, -2.705898, 5.241671], [2.354902, -1.546918, 3.656251], [3.405112, 0.180202, 5.820981], [2.134222, -0.963488, 6.011851], [1.804442, 1.263812, 3.951151], [1.343582, 1.488762, 5.634561], [-1.125278, 1.411522, 4.775621], [-1.521068, 0.338812, 3.430571], [-0.218818, 1.550762, 3.259281]], "atomic_forces_ev_per_a": [[-0.3, -1.1, 0.5], [0.6, 0.3, 0.1], [-1.2, 0.6, 0.8], [0.1, 0.7, 0.2], [0.3, -0.9, 0.2], [0.3, -0.5, -0.2], [0.5, 0.1, -0.2], [-0.7, 0.3, -0.1], [0.1, 0.4, -0.5], [-0.4, -0.2, 0.4], [0.1, 0.1, -0.3], [0.2, 0.1, 0.1], [-0.2, 0.0, 0.0], [0.7, -0.1, -0.4], [-0.4, -0.2, -0.2], [-0.5, 0.6, -0.4], [0.5, -0.4, 0.3], [0.4, -0.1, -1.2], [-0.5, -0.2, 0.3], [0.6, -0.5, 0.5], [1.4, -0.4, -0.5], [-0.3, -0.2, 1.7], [-0.9, 2.4, -2.1], [0.4, -1.2, 0.8], [0.3, -0.3, -0.2], [0.2, 0.8, 1.4], [-0.7, 0.5, -0.5], [-0.1, 0.2, 0.0], [0.3, -0.1, 1.2], [-0.3, -0.2, -0.5], [-0.5, 0.1, 0.6], [0.4, -0.1, 0.0], [-0.2, -0.4, -0.2], [-0.9, 0.4, 0.2], [0.7, 0.4, 0.1], [0.0, -0.5, -0.2], [0.7, 0.2, -0.7], [-0.6, -0.5, -0.3], [0.1, 0.0, -0.1], [0.0, -0.2, 0.1], [-0.3, -0.1, -0.3], [-0.7, 0.1, -1.0], [0.2, -0.5, -0.3], [0.6, 0.5, 0.4], [-0.2, 0.9, -0.1], [0.8, -0.3, -0.6], [0.3, -0.8, 1.0], [-0.1, -0.5, 0.2], [-0.5, -0.1, -0.4], [0.1, -0.6, -0.7], [-0.7, -0.2, 0.7], [0.2, -0.1, -0.4], [-0.2, -0.4, 0.0], [0.4, -0.4, 0.7], [-0.1, 1.0, 0.0], [-0.2, -0.2, 0.1], [-0.6, 0.2, 0.2], [0.4, 0.3, -0.2], [0.1, 0.1, 0.5], [-0.2, 0.2, -0.5], [-0.3, 0.1, -0.1], [0.4, 0.2, 0.0], [-0.4, 0.3, -0.1], [0.4, -0.3, 1.0], [0.4, 0.6, -0.3], [0.7, 0.1, 0.4], [0.5, 0.0, -0.9], [-0.4, 0.0, 0.5], [-1.0, 0.4, -0.5], [-0.7, -0.1, 0.7], [-1.7, 0.9, 0.3], [1.0, 0.3, -0.1], [1.6, -1.2, -0.7], [-0.9, -0.1, 0.3], [-0.2, -0.4, 0.2], [-0.2, 0.3, 0.1], [-0.1, -0.1, 0.1], [0.1, 0.3, -0.1], [0.6, -0.3, 0.0], [0.3, 0.0, 0.1], [0.0, -0.7, -0.6], [0.2, 0.6, 0.2], [0.6, -0.2, -0.1], [0.2, -0.3, -0.4], [-0.1, 0.0, 0.2], [-0.2, -0.1, 0.0], [0.2, 0.3, 0.2], [-0.4, 0.2, -0.2], [-0.1, 0.0, 0.2], [-0.9, -1.4, -0.6], [-0.4, 1.0, 0.5], [-0.8, -1.2, 0.4], [0.4, 0.4, -0.7], [1.5, 0.7, -0.5], [-0.8, -1.1, 0.4], [-0.1, 1.1, -0.1], [-0.5, -0.2, -0.1], [0.2, 0.0, 0.9], [0.1, -0.2, -0.1], [0.0, 0.1, -0.1], [0.3, 0.2, 0.2], [0.3, -0.2, -0.2], [-0.2, 0.1, -0.2], [0.1, 0.5, -0.2], [0.8, -0.1, 0.6], [-0.2, 0.2, 0.1], [0.0, -0.5, 0.5], [-0.1, 0.3, -0.5], [0.3, -0.1, 0.1], [0.4, 0.4, -0.2], [0.0, -0.2, -0.3], [0.0, 0.2, 0.0], [0.0, 0.1, 0.2], [0.5, -0.1, 0.9], [-1.2, -0.3, -0.1], [0.8, -0.4, 0.5], [0.1, 1.0, -1.9], [-0.2, 0.6, 1.0], [0.5, 0.0, 0.3], [0.2, 0.7, -0.7], [-1.0, -1.6, 1.1], [0.0, 0.5, 0.7], [0.1, -0.3, 0.0], [-0.5, 0.2, -0.4], [-0.4, 0.2, -0.1], [0.0, -0.7, -0.3], [0.2, 0.2, 0.5], [0.2, -0.1, -1.0], [-0.2, 0.0, 0.2], [0.2, -0.1, 0.3], [0.4, -0.4, 0.5], [-0.4, 0.4, 0.2], [-0.1, 0.4, -0.3], [0.5, 0.1, -0.3], [-0.1, 0.7, -0.5], [0.2, -0.4, 0.0], [0.3, -0.7, -0.8], [0.0, 0.1, 0.6], [-0.6, 0.1, 0.0], [-0.4, 0.4, 0.2], [-1.1, -0.2, -1.5], [1.4, -0.2, -0.8], [-0.3, -0.5, 0.0], [-0.6, -0.5, -1.1], [-0.9, -0.2, 0.1], [1.5, 0.3, 0.9], [0.4, 0.0, -0.2], [-0.5, 0.2, 0.5], [0.5, 0.3, -0.2], [0.0, 0.1, -0.3], [0.2, 0.0, 0.3], [0.1, -0.2, 0.2], [0.3, -0.1, 0.5], [-0.3, 0.0, 0.3], [0.1, 0.3, -0.3], [-0.4, 0.0, 0.5], [0.7, 0.3, 0.0], [-0.2, -0.1, 0.3], [-0.2, 0.2, 0.0], [0.5, -0.6, 0.1], [-0.3, 0.2, -0.3]], "gap_ha": 0.311, "de_lowest_kj_mol": 211.0, "total_energy_ev": -80155.095, "charge": 0, "smiles": "COC[C@H](C)N.COCCNCCOC.COCCNCCOC.COCCNCCOC.COCCNCCOC.COCCNCCOC.COCCNCCOC", "fmax_ha_per_bohr": 0.0644}